No. 1
Computed, not measured: a structure of composition C10H29NO7Ti at a distorted geometry, with ωB97M-V/def2-TZVPD.

Structure (XYZ):
```
48
Properties=species:S:1:pos:R:3
Ti 0.27 -0.34 0.40
C 2.56 -2.09 -0.83
O 2.43 -0.86 -0.13
C 2.84 0.20 -0.97
C 2.71 1.53 -0.26
N 1.32 1.84 0.07
C 1.08 2.72 1.20
C 1.30 2.07 2.57
O 0.61 0.84 2.69
C 0.88 0.20 3.92
H 3.59 -2.30 -1.14
H 1.96 -2.02 -1.74
H 2.24 -2.94 -0.23
H 2.22 0.17 -1.88
H 3.88 0.15 -1.34
H 3.24 2.28 -0.85
H 3.27 1.55 0.68
H 0.90 2.22 -0.77
H 0.04 3.02 1.12
H 1.72 3.62 1.26
H 0.94 2.78 3.32
H 2.37 1.86 2.69
H 0.24 -0.68 3.96
H 0.74 0.87 4.76
H 1.91 -0.19 3.93
C -3.08 1.44 -0.71
C -2.89 1.11 0.77
O -2.08 -0.04 1.05
O -1.84 1.50 -1.40
H -3.65 2.38 -0.72
H -3.73 0.71 -1.20
H -3.89 0.93 1.17
H -2.46 2.00 1.25
H -2.65 -0.72 1.41
H -1.78 2.36 -1.81
C -2.16 -2.49 -3.19
C -0.77 -2.13 -2.73
O -0.84 -1.46 -1.46
O -2.90 -1.27 -3.33
H -2.69 -3.13 -2.47
H -2.09 -3.04 -4.14
H -0.29 -1.47 -3.46
H -0.11 -2.97 -2.55
H -1.34 -0.63 -1.57
H -3.82 -1.52 -3.38
O -0.06 -2.57 1.64
H -0.84 -2.75 2.18
H 0.69 -2.75 2.22
```

As for the spin multiplicity: 4. The frontier orbital gap (alpha / beta) comes out at 4.60 / 10.34 eV. As for the charge: +1. The HOMO energy (alpha / beta) comes out at -6.87 / -12.78 eV.

The natural (NBO) scheme yields these atomic charges, measured in e: atom 1 (Ti): 0.66, atom 2 (C): -0.24, atom 3 (O): -0.57, atom 4 (C): -0.07, atom 5 (C): -0.24, atom 6 (N): -0.67, atom 7 (C): -0.23, atom 8 (C): -0.07, atom 9 (O): -0.56, atom 10 (C): -0.24, atom 11 (H): 0.19, atom 12 (H): 0.18, atom 13 (H): 0.21, atom 14 (H): 0.18, atom 15 (H): 0.20, atom 16 (H): 0.20, atom 17 (H): 0.21, atom 18 (H): 0.39, atom 19 (H): 0.21, atom 20 (H): 0.19, atom 21 (H): 0.19, atom 22 (H): 0.17, atom 23 (H): 0.19, atom 24 (H): 0.19, atom 25 (H): 0.18, atom 26 (C): -0.10, atom 27 (C): -0.08, atom 28 (O): -0.75, atom 29 (O): -0.72, atom 30 (H): 0.19, atom 31 (H): 0.18, atom 32 (H): 0.19, atom 33 (H): 0.18, atom 34 (H): 0.48, atom 35 (H): 0.49, atom 36 (C): -0.09, atom 37 (C): -0.08, atom 38 (O): -0.77, atom 39 (O): -0.73, atom 40 (H): 0.17, atom 41 (H): 0.18, atom 42 (H): 0.18, atom 43 (H): 0.20, atom 44 (H): 0.51, atom 45 (H): 0.48, atom 46 (O): -0.93, atom 47 (H): 0.48, atom 48 (H): 0.49

***

No. 2
Computed, not measured: a structure of composition C4H6F2KNO7S2 at a distorted geometry, with ωB97M-V/def2-TZVPD.

Structure (XYZ):
```
23
Properties=species:S:1:pos:R:3
K -1.47 1.11 2.25
N -3.16 -0.30 0.54
S -2.64 -1.36 -0.45
O -3.55 -1.60 -1.54
O -1.84 -2.41 0.12
F -1.50 -0.51 -1.21
S -4.66 -0.93 0.89
O -4.67 -2.32 1.22
O -5.72 -0.32 0.18
F -4.76 -0.23 2.33
C 3.80 0.60 -1.48
C 3.08 0.95 -0.22
C 1.62 1.32 -0.42
O 1.04 0.88 0.83
C 1.81 -0.16 1.29
O 1.37 -0.97 2.05
O 3.01 -0.18 0.69
H 3.27 -0.06 -2.16
H 4.82 0.26 -1.31
H 3.93 1.49 -2.11
H 3.68 1.71 0.29
H 1.13 0.66 -1.15
H 1.41 2.36 -0.64
```

The frontier orbital gap comes out at 8.58 eV. The HOMO energy comes out at -9.62 eV.

The natural (NBO) scheme yields these atomic charges, measured in e: atom 1 (K): 0.98, atom 2 (N): -1.27, atom 3 (S): 2.47, atom 4 (O): -0.91, atom 5 (O): -0.91, atom 6 (F): -0.53, atom 7 (S): 2.46, atom 8 (O): -0.88, atom 9 (O): -0.89, atom 10 (F): -0.53, atom 11 (C): -0.64, atom 12 (C): 0.06, atom 13 (C): -0.10, atom 14 (O): -0.56, atom 15 (C): 0.97, atom 16 (O): -0.57, atom 17 (O): -0.47, atom 18 (H): 0.23, atom 19 (H): 0.24, atom 20 (H): 0.23, atom 21 (H): 0.19, atom 22 (H): 0.21, atom 23 (H): 0.21

***

No. 3
Computed, not measured: a structure of composition C36H32MnN7P2Se2, with ωB97M-V/def2-TZVPD.

Structure (XYZ):
```
80
Properties=species:S:1:pos:R:3
Mn 0.57 1.45 2.62
N 3.30 1.58 4.49
C 2.13 1.54 5.20
C 2.23 1.59 6.60
C 1.10 1.55 7.36
C -0.15 1.46 6.74
C -0.19 1.42 5.38
N 0.93 1.45 4.60
C 3.61 1.43 3.14
C 4.97 1.38 2.82
C 5.35 1.18 1.51
C 4.36 1.03 0.54
C 3.05 1.12 0.93
N 2.66 1.34 2.21
H 4.12 1.66 5.07
H 3.21 1.65 7.05
H 1.17 1.59 8.44
H -1.07 1.43 7.31
H -1.12 1.33 4.85
H 5.72 1.48 3.60
H 6.40 1.14 1.25
H 4.59 0.84 -0.50
H 2.28 1.00 0.19
Se 2.56 -0.49 -2.67
P 0.57 0.12 -2.92
C -0.65 -1.20 -3.12
C -0.24 -2.46 -3.54
C -1.18 -3.44 -3.79
C -2.53 -3.17 -3.60
C -2.94 -1.92 -3.17
C -2.00 -0.93 -2.94
C 0.28 1.32 -4.22
C 1.11 2.44 -4.30
C 0.94 3.35 -5.32
C -0.04 3.14 -6.29
C -0.85 2.02 -6.23
C -0.69 1.10 -5.20
C 0.10 0.94 -1.35
C -0.22 0.44 -0.10
N 0.01 1.45 0.77
N 0.43 2.53 0.10
N 0.49 2.23 -1.16
P -0.92 -1.03 0.63
Se -0.37 -0.80 2.78
C -2.71 -0.96 0.51
C -3.47 -1.96 1.12
C -4.85 -1.90 1.06
C -5.47 -0.84 0.42
C -4.72 0.18 -0.16
C -3.33 0.12 -0.11
C -0.22 -2.52 -0.03
C -1.01 -3.60 -0.40
C -0.40 -4.76 -0.85
C 0.99 -4.83 -0.94
C 1.77 -3.74 -0.59
C 1.17 -2.58 -0.13
H 0.82 -2.66 -3.67
H -0.87 -4.42 -4.13
H -3.27 -3.94 -3.79
H -4.00 -1.70 -3.04
H -2.32 0.07 -2.67
H 1.89 2.59 -3.56
H 1.58 4.22 -5.38
H -0.17 3.85 -7.09
H -1.60 1.84 -6.99
H -1.32 0.22 -5.17
H -2.99 -2.78 1.64
H -5.44 -2.68 1.52
H -6.55 -0.79 0.38
H -5.21 1.01 -0.65
H -2.75 0.91 -0.56
H -2.09 -3.54 -0.37
H -1.01 -5.61 -1.14
H 1.46 -5.74 -1.29
H 2.85 -3.78 -0.69
H 1.78 -1.73 0.14
N -0.28 3.43 2.74
H -1.09 3.48 2.12
H 0.38 4.10 2.35
H -0.56 3.77 3.65
```

As for the spin multiplicity: 5. The frontier orbital gap (alpha / beta) comes out at 4.93 / 5.95 eV. As for the charge: +2. The HOMO energy (alpha / beta) comes out at -12.32 / -12.32 eV.

The Mulliken scheme yields these atomic charges, measured in e: atom 1 (Mn): 0.03, atom 2 (N): -0.09, atom 3 (C): 0.94, atom 4 (C): -0.90, atom 5 (C): -0.35, atom 6 (C): -0.99, atom 7 (C): -0.29, atom 8 (N): 0.42, atom 9 (C): 0.91, atom 10 (C): -0.78, atom 11 (C): -0.59, atom 12 (C): -1.15, atom 13 (C): 0.12, atom 14 (N): 0.06, atom 15 (H): 0.16, atom 16 (H): 0.44, atom 17 (H): 0.45, atom 18 (H): 0.44, atom 19 (H): 0.42, atom 20 (H): 0.42, atom 21 (H): 0.45, atom 22 (H): 0.50, atom 23 (H): 0.28, atom 24 (Se): -0.33, atom 25 (P): 0.76, atom 26 (C): 0.39, atom 27 (C): -0.73, atom 28 (C): -0.70, atom 29 (C): -0.77, atom 30 (C): -0.98, atom 31 (C): -0.16, atom 32 (C): 0.77, atom 33 (C): -0.41, atom 34 (C): -0.78, atom 35 (C): -0.51, atom 36 (C): -0.77, atom 37 (C): -0.24, atom 38 (C): 0.78, atom 39 (C): -1.34, atom 40 (N): 1.64, atom 41 (N): -0.70, atom 42 (N): -0.31, atom 43 (P): 0.64, atom 44 (Se): -0.36, atom 45 (C): 1.09, atom 46 (C): -0.49, atom 47 (C): -0.84, atom 48 (C): -0.63, atom 49 (C): -0.73, atom 50 (C): -0.35, atom 51 (C): 0.93, atom 52 (C): -0.36, atom 53 (C): -0.89, atom 54 (C): -0.64, atom 55 (C): -0.84, atom 56 (C): -0.27, atom 57 (H): 0.43, atom 58 (H): 0.49, atom 59 (H): 0.43, atom 60 (H): 0.49, atom 61 (H): 0.83, atom 62 (H): 0.39, atom 63 (H): 0.40, atom 64 (H): 0.40, atom 65 (H): 0.43, atom 66 (H): 0.32, atom 67 (H): 0.56, atom 68 (H): 0.46, atom 69 (H): 0.44, atom 70 (H): 0.46, atom 71 (H): 0.36, atom 72 (H): 0.51, atom 73 (H): 0.48, atom 74 (H): 0.42, atom 75 (H): 0.46, atom 76 (H): 0.36, atom 77 (N): -0.69, atom 78 (H): 0.24, atom 79 (H): 0.28, atom 80 (H): 0.28

***

It is found that the energy relative to the best compared isomer or geometry (same formula, charge and spin) values, taken in the order of the records, are 0.00, 0.00, 5.62 kcal per mole.